1.
The following is a quantum chemistry calculation of a structure of composition C18H25LiN4S2Si, from the Open Molecules 2025 dataset.

XYZ file:
```
51
Properties=species:S:1:pos:R:3:forces:R:3
S -2.254791 2.251586 -0.422343 -0.01 0.00 -0.07
S -4.666934 2.874074 1.346051 -0.06 -0.03 0.09
Si 2.400558 0.090091 -0.779487 0.01 -0.06 -0.04
N 0.789557 -0.037264 -1.288223 0.13 0.11 0.11
N -1.075810 1.634979 2.263373 0.14 0.02 0.02
N -0.282868 -0.958455 1.591957 -0.07 -0.02 -0.02
N -2.477679 1.996537 2.292936 -0.08 -0.01 0.04
C -0.464993 -0.620382 2.927262 0.02 -0.09 0.02
C 0.079585 -2.917188 3.547489 -0.01 0.02 0.04
C 0.655160 -2.004707 -4.441825 -0.03 -0.01 -0.03
C -0.261598 -1.657805 3.923643 0.00 -0.01 -0.02
C 0.047709 -2.205319 1.279091 0.02 -0.02 0.02
C -2.968418 2.286123 1.146219 0.02 0.02 -0.12
C 2.448201 1.162942 0.762811 -0.03 0.01 -0.03
C 3.574154 0.939772 -2.021319 -0.03 -0.04 0.05
C 0.245625 -3.238759 2.178193 0.01 -0.01 -0.06
C -1.541273 -1.328053 -3.819418 -0.02 0.01 0.04
C 3.236003 -1.551217 -0.313418 -0.01 0.07 -0.03
C -1.042336 -0.688423 -2.703570 -0.05 -0.01 -0.04
C -0.811168 0.652865 3.269466 -0.03 0.11 0.04
C 1.170434 -1.365225 -3.327502 0.02 -0.01 0.03
C 0.347922 -0.671534 -2.391897 -0.02 0.00 -0.06
C -0.708413 -2.002108 -4.714853 0.03 0.00 0.00
C -5.336535 2.798081 -0.323747 0.01 -0.03 -0.04
C -0.338801 2.872286 2.498912 -0.02 0.00 0.00
Li -0.489111 0.570041 0.263918 -0.04 -0.03 0.04
H 3.705463 0.362136 -2.938843 0.00 -0.01 -0.01
H 2.240523 -1.400755 -3.156975 0.01 0.01 0.01
H -5.300195 1.785097 -0.720729 0.03 0.01 0.02
H -1.035855 0.916484 4.302867 0.02 0.00 0.01
H 4.561341 1.090572 -1.571741 0.01 0.00 0.00
H 0.521963 -4.229009 1.842316 0.00 0.00 0.00
H -4.786922 3.454903 -0.993219 -0.01 0.00 -0.02
H -0.393846 -1.402028 4.969663 0.00 0.00 0.00
H 0.180981 -2.376651 0.211964 -0.02 -0.03 0.00
H 0.223767 -3.681219 4.308035 0.00 0.00 -0.01
H -1.717662 -0.160773 -2.037933 0.03 -0.01 0.00
H -6.378554 3.117913 -0.247864 0.01 0.03 0.03
H -2.612574 -1.300074 -3.996538 0.00 -0.01 -0.01
H 1.857221 0.708555 1.562453 -0.01 -0.01 0.04
H 2.030602 2.152215 0.556636 -0.01 0.01 -0.01
H -1.109406 -2.504555 -5.587206 0.00 0.00 -0.01
H 1.339729 -2.518919 -5.111694 -0.01 0.00 -0.01
H 2.706007 -2.006424 0.526666 0.00 0.00 0.00
H 3.218498 -2.263167 -1.142371 0.00 -0.01 -0.01
H 0.724915 2.645999 2.546258 0.02 -0.01 -0.01
H -0.646021 3.341631 3.447154 -0.01 -0.01 0.00
H 3.471147 1.298065 1.126724 0.02 -0.02 0.00
H -0.528979 3.568419 1.678256 0.01 0.01 0.00
H 3.174095 1.918006 -2.300205 -0.01 0.01 0.00
H 4.279584 -1.399358 -0.017392 0.01 0.02 0.00
```
Positions in Å, forces in eV/Å.

The multiplicity is 1. The calculation puts the LUMO energy at 4.67 eV. As for the HOMO energy: -0.166 eV. As for the charge: -2. As for the gap between HOMO and LUMO: 4.8314 eV.



2.
The following is a quantum chemistry calculation of a cluster of 2 separate species, C18H25N2 in total at a distorted geometry, from the Open Molecules 2025 dataset.

XYZ file:
```
45
Properties=species:S:1:pos:R:3:forces:R:3
N 1.308874 -0.882048 0.421128 -0.53 0.49 -0.29
N 4.561859 -3.388613 1.449746 -1.03 0.79 -0.34
C 5.844032 -3.326110 0.748557 -0.64 0.28 0.41
C -0.347933 0.757741 -2.654725 -0.05 -0.58 -0.37
C -3.955992 3.052632 0.492206 0.08 0.14 0.08
C 3.468503 -2.545737 1.103058 1.63 -1.25 0.53
C 2.152697 -2.983277 1.173835 0.09 -0.40 0.23
C -2.464569 1.546812 -1.399520 0.22 -0.22 -0.25
C -0.377166 2.857614 -0.630946 0.25 0.28 0.18
C 2.564055 -0.467318 0.361306 0.23 0.28 -0.16
C -4.736446 3.867846 1.465570 0.23 0.26 0.18
C -1.804309 0.823421 -2.383171 0.17 0.71 0.68
C -4.575286 2.078433 -0.284234 0.06 -0.48 -0.44
C -1.828274 2.532428 -0.558610 0.18 0.28 0.33
C 4.477426 -4.358599 2.541329 -0.22 0.37 -0.67
C 3.654193 -1.237726 0.676130 0.51 0.00 -0.06
C -3.880244 1.329936 -1.208155 -0.49 0.14 0.15
C -4.618377 0.277791 -1.966778 -0.26 -0.21 -0.11
C -2.586729 3.250635 0.339804 0.21 -0.09 -0.20
C 1.136718 -2.130729 0.824279 -0.39 -0.28 0.15
H 2.713914 0.554197 0.046446 0.08 0.23 -0.06
H -2.106414 4.007046 0.937936 0.11 0.09 0.10
H 6.636633 -3.016661 1.429669 0.18 0.03 -0.01
H 6.092761 -4.306097 0.340389 0.03 -0.09 -0.01
H -4.093881 4.589846 1.973058 -0.08 -0.08 -0.05
H -4.202917 -0.712737 -1.775004 0.03 0.01 -0.07
H 4.647380 -0.829708 0.630959 0.18 0.20 -0.06
H 0.213729 0.504860 -1.753947 -0.02 0.13 0.16
H 0.040229 1.695715 -3.057377 -0.05 0.08 0.11
H -5.667693 0.248149 -1.670985 0.13 0.07 0.00
H -5.629885 1.902577 -0.152235 -0.19 -0.06 -0.01
H -2.429953 0.242393 -3.041202 -0.12 -0.25 -0.01
H -5.529666 4.424938 0.963201 -0.05 -0.13 -0.03
H -4.593134 0.464286 -3.041015 0.03 -0.05 -0.04
H 0.116480 -2.480709 0.868767 -0.19 -0.08 0.00
H 4.607455 -5.371924 2.161972 0.00 -0.17 0.06
H -0.133293 3.665665 0.060976 -0.12 -0.08 -0.06
H -0.116098 -0.018924 -3.387098 -0.23 0.12 0.01
H -5.195264 3.235980 2.228228 -0.07 -0.06 -0.10
H 1.945069 -3.996163 1.467162 -0.18 -0.20 0.07
H 5.253507 -4.156337 3.279939 0.09 0.00 0.05
H -0.097488 3.198491 -1.628309 0.08 -0.11 0.00
H 3.510123 -4.284202 3.034611 0.06 -0.01 -0.01
H 0.239137 2.002432 -0.350697 0.01 -0.06 -0.11
H 5.786236 -2.618247 -0.076255 0.02 -0.05 0.03
```
Positions in Å, forces in eV/Å.

The multiplicity is 1. The calculation puts the LUMO energy at -5.39 eV. As for the HOMO energy: -10.116 eV. As for the charge: +1. As for the gap between HOMO and LUMO: 4.7276 eV.



3.
The following is a quantum chemistry calculation of a structure of composition C18H25N2Tc at a distorted geometry, from the Open Molecules 2025 dataset.

XYZ file:
```
46
Properties=species:S:1:pos:R:3:forces:R:3
Tc -0.094795 0.964931 -0.442750 -0.42 -3.99 1.37
N -0.105115 -4.073811 1.851128 0.21 0.21 -0.56
N -0.077335 -2.262074 0.565562 -0.24 0.01 0.21
C -0.862539 2.291771 -1.647944 -0.96 2.54 -1.60
C 2.530384 0.561170 0.065382 1.35 -1.20 -1.02
C -0.537927 2.101861 1.200001 -1.44 0.19 1.14
C -0.625159 2.041164 -3.152383 -0.06 0.02 -0.44
C -2.383428 2.444226 -1.477504 -0.52 0.13 -0.25
C 2.030291 -0.978199 -1.564444 -0.31 1.69 -0.44
C -1.480313 0.097354 1.930271 0.06 1.09 -0.61
C -0.491181 -2.775247 1.716729 0.45 -0.67 -0.56
C -0.452108 -4.935938 2.976424 -0.13 0.03 0.19
C 1.808052 1.287012 -0.985398 0.81 -1.14 -1.00
C 1.408495 0.235192 -1.976205 1.84 -0.24 0.04
C 0.606732 -4.402927 0.706352 -0.38 0.64 0.02
C -0.222919 3.670140 -1.358221 -0.14 0.61 -0.30
C -1.760654 1.278320 1.190679 0.65 0.58 1.23
C 0.596338 -3.272124 -0.081728 -0.23 -0.50 0.91
C -0.128660 0.115963 2.322356 0.46 0.73 -0.06
C 0.496254 1.286975 1.808691 -0.81 -0.11 1.86
C 2.714249 -0.770060 -0.345658 0.13 0.89 0.66
H -0.609533 4.367618 -2.110141 0.02 0.02 0.01
H -0.108579 -4.480952 3.915887 0.00 -0.22 -0.30
H -2.756246 3.052340 -2.309136 0.03 -0.03 0.02
H 2.089082 -1.863849 -2.188509 -0.18 0.10 0.23
H -0.483729 4.103338 -0.389254 0.05 -0.13 -0.32
H -0.520204 3.186951 1.169421 0.04 -0.44 -0.11
H 3.031841 1.025376 0.915078 -0.30 -0.21 -0.34
H -1.055012 -2.288496 2.508380 0.20 -0.22 -0.39
H 0.330046 -0.576790 3.020898 0.12 -0.03 -0.56
H -2.698099 2.974970 -0.573090 0.27 -0.18 -0.09
H 2.065404 2.291532 -1.281767 0.08 -0.01 0.05
H -1.035891 1.092469 -3.517296 0.17 0.05 0.15
H -2.226699 -0.645437 2.191970 0.20 0.08 -0.23
H -1.151332 2.827225 -3.706283 -0.03 -0.05 0.12
H -1.543536 -5.061349 3.039368 0.39 -0.04 -0.12
H 1.044943 -3.137225 -1.053639 -0.19 -0.16 0.23
H -2.918229 1.490064 -1.538514 0.07 0.08 0.06
H 3.365444 -1.500258 0.127598 -0.46 0.12 0.17
H 0.020539 -5.913200 2.842240 -0.11 0.26 0.07
H 0.421992 2.139376 -3.459651 -0.20 -0.09 0.19
H -2.751673 1.623193 0.906543 0.44 -0.23 0.04
H 0.863975 3.681560 -1.464953 -0.24 0.07 0.03
H 1.052084 -5.369831 0.534665 -0.14 0.01 0.16
H 1.130130 0.427018 -3.006671 -0.02 -0.16 0.42
H 1.474620 1.648662 2.125519 -0.51 -0.11 -0.27
```
Positions in Å, forces in eV/Å.

Its expectation value of S² is 3.7854. The multiplicity is 4. The calculation puts the LUMO energy (spin up / spin down) at -4.56 / -4.27 eV. As for the HOMO energy (spin up / spin down): -11.337 / -11.550 eV. As for the charge: +1. As for the gap between HOMO and LUMO (spin up / spin down): 6.7813 / 7.2811 eV.



Values of energy relative to the best compared isomer or geometry (same formula, charge and spin), in order: 0.0; 0.0; 205.1, all in kJ/mol.
Values of energy, in order: -54787.99209; -22044.56567; -24238.94556, all in eV.